Density functional theory data (the ωB97M-V functional and the def2-TZVPD basis) for a molecular structure, C24H38NO2P3Pt.

```
! wB97M-V def2-TZVPD RIJCOSX def2/J DEFGRID3
* xyz 4 5
P 3.55 -0.55 0.07
C 4.08 -0.76 1.78
H 5.15 -1.01 1.80
H 3.51 -1.58 2.25
H 3.91 0.16 2.34
C 3.14 -2.14 -0.65
H 2.95 -2.04 -1.73
H 2.25 -2.56 -0.15
H 3.99 -2.83 -0.51
C 4.75 0.34 -0.91
H 5.67 -0.26 -1.00
H 4.99 1.30 -0.43
H 4.36 0.53 -1.92
P -1.01 3.50 -1.21
C -0.79 3.52 0.60
H -1.28 4.35 1.11
H 0.28 3.53 0.85
H -1.17 2.57 1.00
C -0.05 4.85 -1.99
H -0.09 4.70 -3.08
H 1.00 4.74 -1.70
H -0.38 5.88 -1.76
C -2.79 3.70 -1.62
H -3.24 4.67 -1.39
H -3.36 2.91 -1.11
H -2.90 3.49 -2.70
P -2.72 -2.46 0.00
C -3.33 -2.79 1.65
H -3.76 -3.80 1.70
H -4.12 -2.06 1.91
H -2.52 -2.70 2.38
C -4.03 -2.52 -1.23
H -4.47 -3.52 -1.25
H -3.64 -2.28 -2.23
H -4.81 -1.79 -0.97
C -1.38 -3.58 -0.41
H -1.68 -4.61 -0.15
H -0.48 -3.31 0.16
H -1.16 -3.54 -1.49
Pt -0.30 1.07 -3.14
C 2.01 0.41 0.17
O 1.01 0.90 0.51
C -2.02 -0.78 0.07
O -1.52 0.21 0.41
C -1.38 -0.04 -4.42
C -0.89 -0.84 -3.34
C 0.50 -0.76 -2.97
C 1.38 0.13 -3.67
C 0.88 0.92 -4.75
C -0.50 0.85 -5.12
H -2.46 0.06 -4.56
H -1.58 -1.36 -2.69
H 0.83 -1.24 -2.06
H 2.37 0.34 -3.26
H 1.49 1.74 -5.14
H -0.92 1.61 -5.78
N 0.60 -2.05 1.50
C 0.46 -1.47 2.52
C 0.32 -0.84 3.79
C -0.92 -0.29 4.16
C -1.07 0.28 5.43
C 0.02 0.33 6.31
C 1.26 -0.20 5.93
C 1.41 -0.79 4.67
H -1.75 -0.32 3.46
H -2.04 0.69 5.72
H -0.10 0.79 7.29
H 2.11 -0.16 6.61
H 2.36 -1.22 4.37
*
```

As for the HOMO energy (alpha / beta): -18.4 / -18.6 eV. The frontier orbital gap (alpha / beta) is 6.89 / 4.26 eV. For the LUMO energy (alpha / beta), the calculation gives -0.4222 / -0.5252 Eh. Its energy above the lowest of the compared OMol25 structures with the same formula, charge and spin is 72.15 kcal per mole.